DFT (the ωB97M-V functional and the def2-TZVPD basis) results for a structure of composition C27H55F3N3NaO3S2Si2.

Element x y z (Å)
Na 1.004078 1.330541 -0.510194
C -0.252143 -0.505534 -3.003355
C -1.422711 -0.881909 -2.104091
C -1.827807 -2.330101 -2.366849
C -2.598892 0.049493 -2.369808
O -0.987757 -0.693862 -0.748936
Si -1.539778 -1.293565 0.695838
S -0.571134 -0.424290 2.250899
O -1.288077 -2.935289 0.510719
C -1.737886 -4.048035 1.261522
C -1.840812 -3.733766 2.752188
C -0.698496 -5.144214 1.037737
C -3.096935 -4.491630 0.718690
O -3.213181 -1.197127 0.697316
C -4.091999 -0.243250 1.299531
C -3.577523 1.184636 1.130098
C -4.256850 -0.576855 2.781143
C -5.427599 -0.407142 0.579890
H -0.533255 -0.615027 -4.054550
H 0.607189 -1.143909 -2.804276
H 0.037051 0.535940 -2.848065
H -2.063108 -2.451865 -3.428422
H -2.704848 -2.603611 -1.778930
H -1.015987 -3.005591 -2.100288
H -2.916826 -0.034303 -3.413147
H -2.303756 1.082970 -2.181691
H -3.438872 -0.210567 -1.725340
H -0.910400 -3.295404 3.110501
H -2.057732 -4.649553 3.311186
H -2.635080 -3.012821 2.941981
H 0.264615 -4.827498 1.441013
H -0.580361 -5.322450 -0.032489
H -0.996386 -6.077843 1.523000
H -3.800060 -3.661194 0.778338
H -3.486794 -5.336930 1.293589
H -3.003332 -4.792406 -0.326851
H -2.634503 1.314869 1.659292
H -4.308150 1.897188 1.523534
H -3.411634 1.411369 0.077415
H -3.284557 -0.546446 3.272285
H -4.682217 -1.578016 2.892388
H -4.927447 0.140217 3.264034
H -5.329103 -0.134471 -0.472082
H -6.192178 0.227694 1.033865
H -5.752089 -1.448297 0.637977
C 3.243272 -0.587843 2.798987
N 3.667856 0.427440 1.863162
C 4.935632 0.083900 1.261054
C 3.700308 1.750771 2.440519
C 2.337990 2.364700 2.744363
N 1.588222 2.810894 1.581152
C 2.276590 3.867247 0.859917
C 0.264605 3.260090 1.983976
H 3.885088 -0.605382 3.705774
H 3.308776 -1.564787 2.318516
H 2.206183 -0.453503 3.092517
H 5.759135 0.059357 2.004568
H 5.180228 0.798228 0.473497
H 4.866584 -0.902291 0.798620
H 4.239859 2.399413 1.746912
H 4.286488 1.750276 3.386358
H 2.507410 3.227109 3.423254
H 1.712118 1.653270 3.285583
H 2.529080 4.716477 1.524630
H 1.633676 4.227180 0.056512
H 3.189566 3.494267 0.395868
H 0.324598 4.109433 2.691986
H -0.276636 2.435690 2.447801
H -0.290525 3.581621 1.100267
F 5.317944 -0.750760 -3.948966
C 5.545325 -1.317043 -2.747967
F 6.145335 -2.516542 -3.026153
F 6.502232 -0.585185 -2.133126
C 4.312317 -1.505423 -1.917655
C 3.981513 -2.782533 -1.508197
C 2.862467 -2.996176 -0.717396
C 2.109447 -1.878918 -0.380208
N 2.411362 -0.651633 -0.771876
C 3.502692 -0.397057 -1.533253
S 3.811817 1.241853 -1.934895
H 4.605474 -3.616086 -1.806671
H 2.576690 -3.983257 -0.380270
H 1.225999 -1.966314 0.243317
C 0.286200 5.313092 -2.186500
Si -0.507903 3.549621 -2.037090
C -0.785283 3.207293 -3.923241
C -2.306297 4.105870 -1.557203
H -0.312113 5.969280 -2.834125
H 1.295386 5.252022 -2.604655
H 0.370860 5.797613 -1.207584
H -1.265729 4.067217 -4.411444
H -1.419977 2.331518 -4.089065
H 0.165304 3.013344 -4.428896
H -2.728026 4.799703 -2.298671
H -2.302106 4.616943 -0.587777
H -2.991666 3.257840 -1.462796

Forces on the atoms, in the same order (eV/Å):
Na 0.0 -0.1 0.2
C 0.0 0.0 0.0
C -0.1 0.0 0.1
C 0.0 0.0 0.0
C 0.0 0.0 -0.1
O 0.1 0.1 -0.2
Si 0.0 0.0 0.0
S 0.1 0.0 0.0
O 0.0 0.0 0.0
C 0.0 0.1 0.0
C 0.0 -0.1 0.0
C 0.0 0.0 0.0
C 0.0 0.0 0.0
O -0.1 0.1 0.1
C 0.1 0.0 -0.1
C 0.0 0.0 0.0
C 0.0 0.0 0.0
C 0.0 0.0 0.0
H 0.0 0.0 0.0
H 0.1 0.0 0.0
H 0.0 0.0 0.0
H 0.0 0.0 0.0
H 0.0 0.0 0.0
H 0.0 0.0 0.0
H 0.0 0.0 0.0
H 0.0 0.0 0.0
H 0.0 0.0 0.0
H 0.0 0.0 0.0
H 0.0 0.0 0.0
H 0.0 0.1 0.0
H 0.0 0.0 0.0
H 0.0 0.0 0.0
H 0.0 0.0 0.0
H 0.0 0.0 0.0
H 0.0 0.0 0.0
H 0.0 0.0 0.0
H 0.0 0.0 0.0
H 0.0 0.0 0.0
H 0.0 0.0 0.0
H 0.0 0.0 0.0
H 0.0 0.0 0.0
H 0.0 0.0 0.0
H 0.0 0.0 0.0
H 0.0 0.0 0.0
H 0.0 0.0 0.0
C 0.1 0.0 0.0
N 0.0 0.0 0.0
C 0.1 0.0 0.0
C 0.0 0.0 0.0
C 0.0 0.0 0.0
N 0.0 0.0 -0.1
C 0.1 0.1 -0.1
C 0.0 0.0 0.0
H 0.0 0.0 0.0
H 0.0 0.0 0.0
H -0.1 0.1 0.0
H 0.0 0.0 0.0
H 0.0 0.0 0.0
H 0.0 0.0 0.0
H 0.0 0.0 0.0
H 0.0 0.0 0.0
H 0.0 0.0 0.0
H 0.0 -0.1 0.0
H 0.0 0.0 0.0
H 0.0 0.0 0.0
H 0.0 0.0 0.0
H 0.0 0.0 0.0
H 0.0 0.0 0.0
H 0.0 0.0 0.0
F 0.1 -0.1 0.1
C 0.0 0.1 0.0
F 0.0 0.1 0.0
F -0.1 -0.1 -0.1
C 0.1 0.1 -0.1
C 0.0 -0.1 0.0
C 0.0 0.0 0.0
C 0.1 0.0 0.0
N -0.3 0.0 0.0
C 0.0 0.1 0.0
S 0.0 -0.1 -0.1
H 0.0 0.0 0.0
H 0.0 0.0 0.0
H 0.0 0.0 0.0
C 0.0 0.0 0.0
Si 0.0 -0.1 0.1
C 0.0 0.0 0.0
C 0.0 0.0 0.0
H 0.0 0.0 0.0
H 0.0 0.0 0.0
H 0.0 0.0 0.0
H 0.0 0.0 0.0
H 0.0 0.0 0.0
H 0.0 0.0 0.0
H 0.0 0.0 0.0
H 0.0 0.0 0.0
H 0.0 0.0 0.0

Its orbital gap is 4.649 eV. Its HOMO energy is -0.8 eV. The multiplicity is 1. The lowest unoccupied orbital energy comes out at 3.83 eV. The value obtained for the energy is -89508.1902 eV. The charge is -2. As for the strongest force on any atom: 0.27 eV/A.